120
Properties=species:S:1:pos:R:3:forces:R:3:lowdin_charge:R:1 method="wB97M-V/def2-TZVPD" charge=+1 relative_energy_ev=0.000 homo_lumo_gap_ev=4.915 homo_energy_ev=-9.50
Cd 15.470 -0.161 7.253 -0.984 -0.444 -0.798 1.464
O 8.017 0.883 3.083 -0.146 0.128 0.394 -0.204
O 8.926 -2.923 0.618 0.256 -0.407 0.080 -0.184
O 5.669 -1.879 3.688 -0.136 -0.256 0.416 -0.198
O 11.835 1.000 8.406 0.329 -0.037 0.066 -0.056
O 14.110 3.268 2.546 -0.213 0.073 0.147 -0.066
O 10.745 -1.608 7.853 0.076 -0.439 -0.303 -0.049
O 11.891 -4.430 6.852 0.124 0.045 -0.144 -0.057
O 16.686 -0.016 9.137 -0.200 0.020 0.099 -0.315
O 12.949 3.074 6.968 -0.145 0.182 0.182 -0.263
O 20.784 -6.046 6.459 -0.648 -0.014 0.422 -0.190
O 15.782 1.227 3.473 -0.037 -0.176 -0.018 -0.033
O 15.830 -4.140 2.167 0.188 0.477 0.097 -0.175
O 13.924 -0.573 6.047 0.447 0.567 0.207 -0.487
O 10.061 5.368 -0.648 0.014 -0.271 -0.132 -0.186
N 8.131 -3.019 3.662 0.105 0.633 -0.325 -0.035
N 18.514 -4.709 4.702 -0.977 1.053 -0.781 -0.065
N 8.195 3.320 0.296 0.053 0.228 0.245 -0.048
N 15.263 2.050 7.635 1.454 0.545 0.331 -0.129
C 13.152 -0.879 4.897 -0.101 -0.042 0.381 -0.374
C 8.935 5.643 0.138 -1.123 0.389 0.516 -0.256
C 21.505 -6.084 7.681 -0.082 0.061 -0.537 -0.100
C 17.932 -4.466 3.360 0.003 -0.892 0.646 -0.208
C 12.535 0.327 4.217 0.497 1.285 -0.340 -0.078
C 8.968 -2.149 -0.541 -0.396 0.605 -0.534 -0.121
C 16.389 1.291 9.679 -0.067 0.117 -0.498 -0.180
C 8.367 2.071 1.029 0.635 -0.033 -0.307 -0.211
C 8.673 4.475 1.049 1.201 -0.501 0.183 -0.229
C 16.454 2.253 8.510 -0.503 0.326 0.893 -0.197
C 12.734 4.146 7.863 -0.543 0.748 -0.071 -0.079
C 9.559 -2.294 1.702 -0.224 1.176 0.462 -0.239
C 15.334 3.078 6.565 -0.669 0.330 -0.105 -0.157
C 9.421 -3.080 2.991 -0.111 -1.145 -0.177 -0.201
C 5.913 -2.737 2.594 -0.140 0.439 0.112 -0.215
C 7.038 -3.677 2.964 -0.277 -1.458 -0.738 -0.214
C 15.828 -2.778 1.825 0.322 0.072 -0.701 -0.116
C 16.420 -4.391 3.433 -0.453 -1.053 -0.510 -0.229
C 10.184 6.214 -1.762 0.594 0.520 -0.156 -0.113
C 4.698 -0.905 3.453 -0.066 0.655 0.140 -0.116
C 7.534 1.963 2.285 -0.654 -0.895 0.104 -0.198
C 19.954 -4.788 4.608 0.363 0.220 0.002 -0.230
C 20.661 -4.748 5.936 1.412 0.337 0.074 -0.262
C 16.986 -1.000 10.120 0.594 -0.901 1.183 -0.070
C 13.936 3.320 5.969 -0.235 -1.105 0.699 -0.148
C 8.956 1.266 4.044 1.218 0.199 -0.320 -0.129
H 6.514 1.636 2.070 -0.038 0.386 -0.328 0.115
H 12.330 -1.479 5.299 0.067 -0.382 -0.435 0.091
H 9.293 0.391 4.602 -0.434 -0.085 0.114 0.083
H 3.761 -1.283 3.025 0.180 -0.220 -0.132 0.090
H 17.671 -1.757 9.739 -0.249 0.107 -0.542 0.102
H 6.698 -4.578 3.492 -0.296 0.522 0.607 0.115
H 11.092 1.546 8.680 -0.100 -0.115 0.013 0.055
H 16.116 -1.499 10.551 -0.243 0.202 -0.358 0.104
H 14.410 2.181 8.179 -0.068 0.118 -0.179 0.100
H 11.646 -3.499 6.784 -0.226 0.007 0.226 -0.008
H 8.141 1.236 0.363 -0.216 0.049 0.043 0.111
H 12.028 3.846 8.636 0.303 -0.375 0.111 0.092
H 9.586 -4.146 2.789 0.172 0.127 -0.168 0.126
H 21.683 -4.342 5.798 -0.117 -0.139 -0.305 0.124
H 18.346 -3.591 2.864 0.255 0.012 0.174 0.110
H 6.213 -2.132 1.723 -0.002 -0.025 0.007 0.124
H 21.379 -5.155 8.245 -0.051 -0.034 0.070 0.080
H 15.178 -2.212 2.501 0.087 0.159 -0.001 0.064
H 16.000 2.730 5.779 0.111 0.166 -0.036 0.108
H 10.188 7.270 -1.460 -0.190 -0.056 -0.007 0.090
H 9.878 1.640 3.564 -0.173 0.151 -0.002 0.072
H 4.980 -3.258 2.346 0.174 -0.208 -0.122 0.127
H 9.423 6.060 -2.533 -0.174 -0.105 0.200 0.092
H 16.837 -2.344 1.765 -0.040 0.002 0.519 0.083
H 17.362 2.136 7.918 0.042 -0.108 0.056 0.133
H 9.670 4.258 1.492 -0.178 -0.090 0.098 0.127
H 7.317 -4.154 2.013 0.470 0.463 0.009 0.113
H 14.406 3.433 1.647 -0.020 0.027 -0.044 0.043
H 22.566 -6.217 7.453 0.049 -0.056 0.249 0.091
H 11.687 0.095 3.574 -0.136 -0.306 0.273 0.072
H 15.736 4.002 6.986 0.107 -0.046 0.024 0.121
H 9.072 -1.312 1.871 0.083 -0.072 -0.040 0.113
H 7.840 -2.052 3.777 0.163 -0.010 0.270 0.088
H 8.043 4.733 1.897 -0.380 0.142 -0.251 0.111
H 9.427 1.913 1.305 -0.072 0.156 0.174 0.117
H 13.726 -1.441 4.153 -0.103 -0.303 0.197 0.089
H 4.442 -0.449 4.410 0.088 -0.065 0.036 0.090
H 12.759 -4.427 7.261 0.031 -0.038 0.017 0.021
H 17.083 1.529 10.483 0.253 -0.023 -0.173 0.137
H 11.094 -0.941 7.253 -0.039 0.204 0.152 0.001
H 13.194 0.898 3.550 0.277 -0.431 -0.084 0.046
H 11.161 6.028 -2.209 -0.060 -0.151 0.005 0.087
H 10.614 -2.047 1.492 0.018 -0.388 -0.188 0.118
H 10.238 -2.819 3.670 -0.180 0.316 0.112 0.101
H 21.111 -6.917 8.257 0.185 -0.075 0.086 0.087
H 8.039 5.813 -0.477 0.160 0.034 -0.136 0.131
H 15.377 1.335 10.101 0.043 -0.311 0.046 0.141
H 9.062 6.527 0.781 0.266 0.103 -0.309 0.127
H 20.238 -4.034 6.658 -0.570 -0.293 -0.076 0.114
H 12.171 1.424 7.602 -0.077 0.119 0.016 0.006
H 12.222 4.987 7.378 0.332 -0.051 -0.249 0.105
H 13.756 2.506 5.273 -0.035 0.438 -0.538 0.089
H 14.628 2.513 2.853 0.223 0.199 -0.100 -0.034
H 16.068 -5.410 3.623 -0.068 0.151 0.523 0.130
H 13.783 4.315 5.561 0.314 -0.076 -0.385 0.143
H 15.131 0.516 3.481 0.008 -0.159 0.003 0.030
H 20.374 -5.623 4.026 -0.332 -0.228 0.150 0.133
H 18.150 -5.384 2.802 0.082 0.443 -0.773 0.128
H 15.482 -2.674 0.795 -0.411 -0.188 0.168 0.095
H 17.533 -0.575 10.967 -0.129 0.404 -0.228 0.102
H 20.265 -3.911 4.033 -0.045 0.127 0.176 0.118
H 8.390 -1.213 -0.441 0.081 -0.104 0.212 0.079
H 16.473 3.261 8.944 -0.084 0.032 -0.251 0.136
H 16.268 1.117 4.292 0.177 -0.032 0.029 0.027
H 8.822 3.289 -0.502 -0.274 -0.173 -0.187 0.107
H 18.016 -5.529 5.027 0.688 -0.289 0.399 0.114
H 11.275 -1.498 8.646 -0.051 0.110 0.053 0.032
H 13.661 4.520 8.309 -0.019 -0.105 0.072 0.095
H 8.495 -2.705 -1.350 0.145 -0.159 0.047 0.091
H 12.265 1.132 4.907 -0.520 -0.484 0.347 0.067
H 8.621 2.057 4.725 -0.317 -0.171 0.018 0.091
H 7.453 2.890 2.859 0.265 0.004 0.042 0.113
H 16.028 -3.730 4.214 0.131 0.214 -0.042 0.116
H 5.100 -0.103 2.818 -0.130 -0.104 -0.168 0.073
H 9.982 -1.856 -0.841 0.060 -0.220 0.110 0.089